1.
Below is 9 unconnected molecules or ions with the total composition C52H36F16O16, with properties calculated with the ωB97M-V functional and the def2-TZVPD basis.

The geometry in XYZ format:
```
120
Properties=species:S:1:pos:R:3:forces:R:3
F 7.59367 15.49930 19.80079 0.067 0.157 1.156
F 8.11991 9.60019 17.46990 -0.808 -0.543 0.113
F 6.81980 11.83308 16.33173 0.114 0.659 -0.827
F 5.04793 17.09860 18.96610 1.113 0.961 0.333
F 3.91642 13.52083 15.27145 0.422 0.120 -0.354
F 7.13559 7.73445 19.12657 0.586 0.575 0.781
F 4.89792 15.34316 20.18695 -0.364 -0.997 3.999
F 10.82954 7.28385 21.49272 0.440 -0.634 -1.743
F 5.96330 9.52054 19.27436 -1.060 0.655 -0.245
F 5.29009 12.15871 14.16307 0.250 0.077 -1.799
F 7.98162 7.63387 23.58695 0.360 0.197 -0.714
F 8.14646 6.63949 21.63119 -0.525 -0.786 0.515
F 10.33724 6.24603 23.31994 0.394 -1.807 0.991
F 6.74606 13.93915 15.50961 0.611 -0.617 -0.771
F 7.22135 16.15829 17.81046 -0.055 0.971 -0.782
F 8.41523 11.07711 18.97683 -1.068 0.377 1.051
O 2.02718 13.66165 25.41658 1.766 4.143 -2.673
O -0.02587 9.79136 20.11101 0.023 -0.984 0.342
O -1.17466 8.60534 15.53631 2.348 1.640 -3.555
O 3.01069 6.16361 18.37398 0.509 1.567 -2.774
O 2.58732 10.85118 17.39728 0.456 -0.331 2.287
O 10.43031 10.57619 24.41651 -2.333 1.589 -1.358
O 5.82301 13.47432 17.41968 0.115 0.276 0.553
O 3.34160 11.75085 22.72987 0.619 -0.782 -0.905
O 6.64069 13.47433 21.77379 -0.758 -1.249 1.592
O -0.99026 13.52798 21.42252 0.473 -1.410 0.753
O 2.16126 12.32395 13.19949 -1.424 -1.471 1.726
O -2.33077 9.19721 24.41373 1.558 2.421 -1.926
O 5.76810 8.73915 14.34730 -1.240 -1.373 2.391
O 0.50967 4.41923 20.46986 -0.415 2.418 1.031
O 4.64845 17.51922 22.43750 -0.074 -0.842 0.919
O 8.63439 8.77260 21.65485 -2.222 0.217 0.736
C 3.30672 12.51713 20.52771 0.422 1.648 -3.378
C 2.73713 16.86773 23.58170 -2.910 -0.789 1.755
C -0.04693 7.66889 19.13293 0.122 -1.543 -2.007
C 0.20064 7.90795 21.53343 0.484 -1.642 1.230
C 2.58695 14.60817 24.74855 -1.410 -1.866 0.949
C 7.25189 9.16391 21.17605 1.797 -1.140 -0.159
C 7.13577 11.80687 23.56546 0.338 0.058 0.137
C 6.97513 13.96469 18.26950 -1.273 -3.162 -0.451
C 9.51616 11.24387 23.88082 2.548 -0.252 -0.071
C -0.24459 11.78588 22.94783 1.193 -0.597 0.249
C 6.74938 15.33966 18.77576 0.620 1.068 -1.362
C 8.67200 7.59244 22.42209 0.272 0.750 -2.441
C 10.17011 7.33221 22.62596 -0.997 2.886 1.207
C 7.41218 12.84548 22.50027 -0.005 0.560 -1.470
C 3.83972 8.63016 15.71423 -2.268 -0.999 2.184
C 5.48018 6.85422 15.79891 -0.594 -1.895 2.314
C -0.39744 9.38774 14.87076 -1.772 -1.729 3.636
C 0.85376 11.49490 15.08707 -0.267 -0.866 2.416
C 1.96395 15.92478 24.25096 1.508 -0.018 -0.314
C 3.02950 9.83416 19.62859 -0.226 1.632 0.413
C 7.16364 9.02259 19.58806 -0.773 0.287 1.327
C 3.23784 10.15311 20.93723 -0.268 -2.116 -0.839
C 0.06218 9.44743 13.50215 -0.406 -1.695 -2.445
C 1.40948 11.49078 13.73360 0.068 0.260 -2.291
C 4.11857 16.70871 23.18988 0.134 0.158 -0.610
C 0.27336 6.56342 21.65654 -0.143 0.076 0.318
C 3.47253 6.67398 17.32335 0.137 0.195 1.752
C 3.05642 7.93707 16.63084 0.816 1.689 -0.876
C 2.85464 10.95791 18.60271 0.367 -0.054 -0.341
C 0.13013 10.45873 15.67167 1.373 3.428 -1.195
C 8.11518 11.13174 24.22719 -2.082 0.144 -0.476
C -2.45984 11.84393 21.98767 -2.986 -1.879 -0.216
C 6.06571 12.97061 16.15254 1.201 1.107 2.136
C 8.23563 9.74644 18.81171 2.880 -0.305 -1.137
C -0.52196 10.66741 23.63793 -1.014 0.675 -0.044
C 0.03094 8.56701 20.24668 -0.043 1.855 -0.178
C 9.76384 12.23116 22.76373 -0.859 1.104 -0.556
C 0.16497 6.35656 19.21082 -0.583 0.040 0.154
C 4.67983 15.45348 23.65344 0.854 -0.962 0.241
C -2.86187 10.76991 22.70200 1.285 0.831 -0.409
C 3.39386 11.48490 21.53168 -1.536 0.259 0.055
C 8.80217 13.02080 22.16472 3.719 -2.313 1.662
C 3.98660 14.50797 24.31141 0.991 -0.217 -0.534
C -1.92198 10.12061 23.65988 -1.176 -2.163 1.390
C 0.85386 10.35675 12.93530 0.128 0.685 0.730
C 4.85140 12.54380 15.32717 -0.726 -0.354 2.685
C 5.12345 8.15061 15.24986 0.723 0.866 -2.848
C 3.08034 12.30795 19.18109 0.080 -0.261 2.138
C 4.73339 6.19632 16.77428 2.424 0.488 -2.144
C -1.18168 12.46899 22.02324 0.721 1.592 0.284
C 0.32573 5.64779 20.49309 0.389 -1.689 -1.342
C 5.31363 15.78682 19.05529 -1.641 -0.337 -2.899
H 3.51524 13.53710 20.81657 -0.153 0.060 0.336
H 0.25222 10.27593 24.28290 -0.217 -0.305 0.151
H 4.57483 15.36427 18.37435 0.797 -0.388 -1.043
H 6.09414 11.57968 23.74697 -0.138 0.104 0.195
H -0.26696 10.47661 16.67706 0.364 0.291 0.193
H 3.15142 9.32901 21.63088 0.314 -0.139 0.276
H 2.86914 8.81276 19.31138 -0.003 -0.081 0.073
H 6.47754 8.56401 21.65664 0.157 -0.457 -0.359
H 3.01771 13.09809 18.44545 0.073 0.272 0.211
H 0.33783 8.45599 22.45389 -0.366 0.497 -0.150
H 1.02622 10.34267 11.86934 0.306 -0.113 -0.007
H 7.82986 10.38288 24.95177 0.063 -0.044 0.154
H 4.41793 11.69051 15.84747 -0.310 -0.108 0.010
H 9.20919 13.64820 21.38491 -0.824 0.406 -0.111
H 4.49371 13.55931 24.40514 -0.176 -0.180 0.516
H 3.45810 9.57865 15.36440 0.128 0.087 -0.065
H 1.18062 12.35012 15.66207 -0.146 -0.001 0.331
H 9.19711 9.30976 19.08143 0.023 -0.339 0.205
H 6.41730 6.42739 15.47121 0.085 -0.031 0.032
H 10.77445 12.37935 22.40973 0.222 -0.319 0.242
H 7.96520 13.81607 17.83745 -0.264 0.690 -0.731
H 7.06301 13.27654 19.10955 -0.721 -0.025 0.218
H 0.08528 5.78872 18.29484 0.251 -0.349 0.166
H 5.70041 15.23860 23.37203 0.076 -0.001 -0.141
H 0.77012 12.12929 23.09797 0.011 0.555 -0.369
H 5.16186 5.31098 17.22131 -0.147 -0.232 -0.062
H 0.91038 15.97320 24.48754 -0.061 0.679 -0.111
H -3.84898 10.37386 22.51335 -0.008 -0.205 0.445
H 2.40117 17.86141 23.31979 -0.743 -0.105 -0.080
H 7.06365 10.15925 21.57943 0.298 0.250 -0.805
H -0.20907 7.90979 18.09164 -0.207 1.354 0.148
H -0.22069 8.70795 12.76767 -0.631 -0.511 0.385
H 0.27728 6.09385 22.62926 0.298 0.046 0.173
H 2.22303 8.52771 16.98535 -0.448 -0.463 0.033
H -3.22712 12.20930 21.32007 0.291 0.536 -0.275
H 10.52611 8.23148 23.13034 0.291 -0.124 0.648
```
Positions in Å, forces in eV/Å.

Summary:
* relative energy (zero: lowest compared OMol25 entry of this formula, charge and spin): 77.2 kcal per mole
* SMILES: FC(F)C(F)(F)COC(F)(F)C(F)F.FC(F)C(F)(F)COC(F)(F)C(F)F.O=C1C=CC(=O)C=C1.O=C1C=CC(=O)C=C1.O=C1C=CC(=O)C=C1.O=C1C=CC(=O)C=C1.O=C1C=CC(=O)C=C1.O=C1C=CC(=O)C=C1.O=C1C=CC(=O)C=C1

Atomic partial charges in e from the Löwdin method, atoms 1 to 2:
1. F 0.135
2. F 0.095

---

2.
Below is a molecular structure, C28H39F3O8S2, with properties calculated with the ωB97M-V functional and the def2-TZVPD basis.

The geometry in XYZ format:
```
80
Properties=species:S:1:pos:R:3:forces:R:3
S 2.37341 1.83798 1.60806 1.939 1.943 1.597
S -0.24207 -0.14582 2.68435 -4.040 -1.269 5.478
F -0.22301 -2.62387 0.24197 2.246 -5.272 4.106
F -0.02759 2.89300 -0.26554 2.160 1.379 -9.524
F -5.16593 -0.45258 -0.91830 -1.865 0.862 0.872
O 0.57694 -1.39280 2.70920 -2.194 3.061 3.192
O -1.38607 2.23823 2.33966 -2.677 -0.466 2.195
O 2.60364 2.06746 3.10520 0.493 -0.607 -1.815
O -0.61712 1.43206 -6.32256 -1.011 0.438 -0.536
O -1.74472 4.07246 3.63787 -0.221 -0.777 -1.083
O -2.85599 2.14055 4.05552 0.863 0.662 -1.655
O -0.26810 0.17565 -4.51347 0.649 0.385 -1.910
O 1.22155 1.57286 -5.16065 2.953 -0.498 1.683
C 0.04482 1.11881 -5.37297 -1.539 -0.752 -2.685
C 2.39380 -5.05604 -0.21904 -0.209 1.144 0.593
C 0.13522 1.16781 -1.94375 0.543 0.761 1.483
C 0.88544 -3.30225 0.47471 3.086 -3.726 -0.158
C 0.74881 -1.09616 -1.28925 0.788 1.898 1.808
C 0.22003 0.83670 4.14177 0.873 -0.554 0.603
C 0.42244 0.63151 0.39808 1.623 -1.154 -2.519
C 0.48350 -0.14939 -2.25645 0.502 -0.641 0.704
C 1.66890 -3.01328 1.58178 1.920 -2.490 -1.516
C -1.69369 -2.03962 -2.34175 -2.708 -1.022 1.245
C -1.99893 2.94556 3.27369 -0.216 0.615 2.985
C 3.18836 0.32238 1.05290 1.376 0.061 0.896
C 1.24982 -4.27575 -0.47605 0.204 -0.500 1.189
C 3.19042 -4.76509 0.88981 0.012 0.819 0.820
C -3.26310 2.67956 5.29926 -0.945 -0.126 1.385
C -2.78159 -1.73616 -3.21477 -2.291 -2.500 2.787
C -3.94914 -1.17348 -2.70261 0.786 -0.535 -0.780
C 1.82279 2.49122 -6.05510 -0.484 1.383 0.427
C -1.76927 -0.70987 3.48979 -0.629 -0.340 0.587
C 2.85009 -3.73078 1.81447 -0.814 -0.733 -2.155
C -4.03338 -0.92537 -1.35433 2.106 -0.144 0.754
C 0.16849 1.60265 -0.59502 0.569 -3.299 -3.057
C -1.82226 -1.72927 -0.98519 -2.253 0.993 -0.949
C 0.79939 -0.67622 0.06595 -0.711 1.313 -2.547
C -2.97196 -1.11694 -0.45393 -0.726 -0.693 -1.956
C -1.41219 -0.61406 -4.63348 -0.589 2.253 -0.369
C 3.45084 3.00187 0.72470 0.188 -0.203 -1.135
C -0.40273 2.87269 1.59072 -0.795 1.370 1.997
H -2.24683 0.03289 -4.90354 -0.068 -0.218 -0.609
H 3.27467 4.06602 0.88171 -0.414 -0.254 0.727
H 0.49251 -0.48727 -3.28220 0.476 0.130 1.312
H 1.27349 1.11063 4.08430 -0.315 0.493 -0.620
H 0.26565 0.19745 5.02347 -0.834 -0.280 0.024
H -0.89273 3.64234 0.99436 -0.474 0.264 1.296
H 0.76492 -2.15887 -1.48106 0.797 0.471 -0.681
H 4.11859 -5.30696 0.99610 0.053 -0.134 0.194
H -2.38147 0.10441 3.87744 0.412 0.095 -0.117
H 4.52625 2.82735 0.75864 -0.040 -0.310 0.447
H 3.15254 2.84736 -0.31224 0.017 -0.112 -0.278
H 0.63122 -4.53311 -1.32312 -0.212 0.249 -0.083
H -2.71556 -1.96349 -4.26851 -1.043 -0.810 0.472
H -1.05083 -1.98130 -0.27260 -3.803 2.645 -2.830
H -0.83297 -2.54146 -2.75856 0.144 0.101 0.074
H -4.08503 3.39543 5.30652 0.404 0.616 -0.921
H 0.40548 3.36151 2.13474 -0.275 -0.200 0.680
H 2.80587 2.74220 -5.65678 -0.117 -0.306 0.116
H -0.05951 2.10465 0.89760 -1.347 1.226 5.843
H 1.92937 2.19254 -7.09795 -0.438 -0.401 0.205
H -1.42348 -1.56542 -5.16538 1.185 0.465 -0.877
H -3.76464 1.89854 5.87070 0.377 -0.724 -0.356
H -1.41311 -1.32838 4.31362 0.034 0.031 0.098
H -2.45065 -1.33482 2.91251 0.482 0.017 -0.631
H -3.09638 -0.94611 0.60519 0.010 0.185 0.001
H -0.10325 1.91662 -2.68457 0.030 -0.105 -0.214
H 0.97259 -1.41511 0.83435 0.362 2.100 -0.759
H 4.07305 0.34424 1.68924 0.432 -0.165 -0.258
H 1.38194 -2.14808 2.16097 1.572 -1.675 -0.368
H -2.47448 3.03381 5.96310 0.339 0.171 -0.584
H 3.44690 0.34102 -0.00584 -0.078 0.251 0.073
H -4.77280 -0.91142 -3.35015 -0.112 -0.086 0.022
H -0.44854 1.69161 4.24307 0.493 -0.431 0.261
H -1.68026 -0.91136 -3.61966 2.326 2.274 -1.425
H 0.46028 0.79192 1.46543 0.474 0.836 -2.649
H 3.47060 -3.38584 2.62837 0.245 -0.409 0.045
H 1.18696 3.36894 -5.93927 0.278 0.353 -0.753
H 2.68070 -0.62042 1.25660 -0.175 0.582 0.245
H 2.70907 -5.84830 -0.88187 -0.158 0.027 -0.157
```
Positions in Å, forces in eV/Å.

Atomic partial charges in e from the Löwdin method, atoms 1 to 2:
1. S 0.896
2. S 0.978

---

Taking the records one at a time from the top gives F_max values of 0.1018; 0.1918 hartree/bohr.
Taking the records one at a time from the top gives E_LUMO values of -2.72; 0.40 eV.
Taking the records one at a time from the top gives HOMO level values of -10.4; -8.1 eV.